The following is a quantum chemistry calculation of a molecular structure, C22H35AlBr2CaCl3F5Li2N3O5S, from the Open Molecules 2025 dataset.

Positions of all 80 atoms, in Å:
Br: 3.386 1.648 2.570
Br: -8.514 -3.314 6.265
Ca: 1.722 4.170 -6.662
Cl: 4.339 3.629 1.218
Cl: -0.977 -1.712 -4.306
Cl: -4.759 3.893 0.940
S: -6.524 -1.381 6.607
Al: -0.131 3.551 -3.719
F: 5.020 -0.647 1.324
F: 5.455 -1.949 4.206
F: 6.179 -0.071 3.388
F: 4.059 -2.374 2.281
F: -1.500 3.816 -4.654
O: -7.238 -2.268 7.604
O: 0.682 -0.875 3.249
O: -5.088 -1.025 7.083
O: -7.178 -0.234 6.144
O: -6.111 -2.341 5.420
N: 2.289 -0.297 0.985
N: -3.376 -0.759 2.116
N: 0.376 1.039 0.192
C: -4.084 -1.857 6.440
C: -4.703 -2.162 5.099
C: 2.568 -1.464 0.081
C: 2.058 -0.765 3.521
C: 0.267 0.223 2.466
C: -0.618 1.091 -6.920
C: -3.194 1.642 2.215
C: 4.264 -1.048 2.368
C: 1.473 1.558 -5.461
C: -1.825 1.567 2.374
C: 1.680 0.555 -3.115
C: -0.831 -0.399 -7.226
C: 2.931 -0.309 2.325
C: 5.090 -0.767 3.690
C: 2.630 0.009 -2.015
C: -2.045 -0.802 2.251
C: 2.031 -1.230 -1.330
C: -1.227 0.315 2.378
C: -3.912 0.461 2.077
C: 0.761 -0.048 1.029
C: -0.011 1.239 -5.507
C: 2.286 0.602 -4.528
Li: 1.215 -2.152 -4.899
Li: 3.330 1.951 -6.841
H: 2.092 -2.342 0.499
H: 0.208 0.773 -0.764
H: -4.616 -1.330 4.401
H: 3.337 0.876 -4.493
H: 1.863 1.575 -6.506
H: -3.663 2.626 2.159
H: -0.652 2.040 -5.037
H: -4.981 0.525 1.942
H: 0.242 -0.948 0.738
H: -4.302 -3.060 4.642
H: -0.829 -1.030 -6.310
H: 3.581 -0.201 -2.489
H: 0.950 -1.274 -1.378
H: -0.234 0.319 -4.986
H: 0.612 1.184 2.844
H: 1.612 2.601 -5.046
H: 3.618 -1.693 -0.015
H: 2.141 -0.393 -4.996
H: 0.008 1.545 -7.692
H: -3.937 -2.750 7.046
H: 2.210 -0.048 4.323
H: 1.370 1.564 -2.872
H: -1.582 1.581 -6.915
H: 4.519 -0.244 4.452
H: 2.375 -2.102 -1.881
H: -3.146 -1.317 6.363
H: -1.226 2.459 2.460
H: -1.586 -1.781 2.252
H: -1.764 -0.562 -7.748
H: 0.773 -0.043 -3.166
H: -0.047 -0.755 -7.896
H: 2.389 -1.719 3.914
H: 2.661 0.529 0.511
H: 2.776 0.845 -1.338
H: 0.984 1.846 0.256

ΔE to the lowest compared entry with this formula, charge and spin = 0.0 kcal/mol
F_max = 3.091 eV/Å
HOMO level = -13.2 eV
Net charge = +3
Total energy = -265573.74590 eV